Record 1
Computed, not measured: a gas-phase ion, C3H6N5 (charge +1), with the ωB97M-V functional and the def2-TZVPD basis.

Last columns: bonded neighbours and bond lengths (Å).
Geometry (Å):
1 C -1.33030 -1.13301 -0.77339  N4 1.368, N6 1.306, H9 1.028
2 C -1.14418 1.09243 -2.05178  N5 1.201, H10 1.025
3 C 0.93909 0.51449 1.22773  N7 1.301, N8 1.355, H11 1.119
4 N -2.16203 -0.94294 -1.84237  C1 1.368, N5 1.324
5 N -2.02152 0.30180 -2.26976  C2 1.201, N4 1.324
6 N -0.47133 -0.20286 -0.45152  C1 1.306, N8 1.349
7 N 1.87139 0.33959 2.11745  C3 1.301, H12 1.029, H13 1.025
8 N 0.55928 -0.46974 0.37706  C3 1.355, N6 1.349, H14 0.990
9 H -1.23444 -2.09658 -0.42745  C1 1.028
10 H -0.83489 2.06506 -2.14560  C2 1.025
11 H 0.40029 1.45382 0.94562  C3 1.119
12 H 2.41648 1.10288 2.53977  N7 1.029
13 H 2.28319 -0.59551 2.20163  N7 1.025
14 H 0.72895 -1.42944 0.55260  N8 0.990

Computed properties:
Highest occupied orbital energy, eV: -12.8
Frontier orbital gap, eV: 8.496
Energy relative to the best compared isomer or geometry (same formula, charge and spin), kcal per mole: 110.68
DFT total energy, Eh: -391.28793
Net charge: +1
Molar mass, g mol⁻¹: 112.12

Record 2
Computed, not measured: 2 unconnected molecules or ions with the total composition C3H6N5, with the ωB97M-V functional and the def2-TZVPD basis.

Last columns: bonded neighbours and bond lengths (Å).
Geometry (Å):
1 C -0.84212 -0.67807 -0.96240  N6 1.305, N8 1.322, H9 1.095
2 C 1.06914 0.22807 -0.35996  C3 1.539, N4 1.463, N8 1.379
3 C 0.08386 0.49852 0.79077  C2 1.539, N6 1.473, N7 1.492, H11 1.085
4 N 1.36461 1.52640 -0.96611  C2 1.463, N5 1.217
5 N 0.84295 2.41692 -0.32076  N4 1.217, N7 1.369
6 N -1.09105 -0.17861 0.21671  C1 1.305, C3 1.473, H12 1.020
7 N 0.08838 1.98924 0.73905  C3 1.492, N5 1.369, H13 1.021
8 N 0.43106 -0.55607 -1.29782  C1 1.322, C2 1.379, H14 0.986
9 H -1.49938 -1.21661 -1.65298  C1 1.095
10 H 2.69821 -0.19059 0.32419  no bonds
11 H 0.44963 0.23635 1.77776  C3 1.085
12 H -1.94723 -0.16016 0.77070  N6 1.020
13 H 0.16989 2.57316 1.57208  N7 1.021
14 H 0.68084 -0.85371 -2.20365  N8 0.986

Computed properties:
Highest occupied orbital energy, eV: -14.1
Frontier orbital gap, eV: 9.108
Energy relative to the best compared isomer or geometry (same formula, charge and spin), kcal per mole: 113.09
DFT total energy, Eh: -391.28410
Net charge: +1
Molar mass, g mol⁻¹: 112.12

Record 3
Computed, not measured: a gas-phase ion, C3H6NO (charge +1), with the ωB97M-V functional and the def2-TZVPD basis.

Last columns: bonded neighbours and bond lengths (Å).
Geometry (Å):
1 C 1.30580 -0.47007 -0.44713  N4 1.255, H6 1.073, H7 1.097
2 C -0.62253 0.43872 -1.09544  N4 1.482, O5 1.189, H8 1.057
3 C -0.43925 0.03004 1.27244  N4 1.416, H9 1.103, H10 1.048, H11 1.208
4 N 0.20936 -0.07553 0.01831  C1 1.255, C2 1.482, C3 1.416
5 O -0.35193 1.42855 -1.69663  C2 1.189
6 H 2.18007 -0.74761 0.10978  C1 1.073
7 H 1.31380 -0.46380 -1.54375  C1 1.097
8 H -1.46539 -0.19159 -1.18980  C2 1.057
9 H -0.93011 1.00901 1.40236  C3 1.103
10 H 0.19681 -0.26701 2.05076  C3 1.048
11 H -1.39665 -0.69072 1.11911  C3 1.208

Computed properties:
Structure (SMILES): C=[N+](C)C=O
Highest occupied orbital energy, eV: -16.7
Frontier orbital gap, eV: 11.066
Energy relative to the best compared isomer or geometry (same formula, charge and spin), kcal per mole: 30.91
DFT total energy, Eh: -247.56683
Net charge: +1
Molar mass, g mol⁻¹: 72.09

Record 4
Computed, not measured: a gas-phase ion, C3H6NO2 (charge -1), with the ωB97M-V functional and the def2-TZVPD basis.

Last columns: bonded neighbours and bond lengths (Å).
Geometry (Å):
1 C 0.19601 -0.96002 1.12855  C2 1.470, O6 1.463, H7 1.167, H8 1.106
2 C -0.19983 -0.36254 -0.15432  C1 1.470, C3 1.576, N4 1.408, O6 1.457
3 C -0.12359 1.19967 -0.34494  C2 1.576, H9 1.072, H10 1.135, H11 1.070
4 N -1.11383 -0.91008 -1.07505  C2 1.408, O5 1.419, H12 1.023
5 O -2.40736 -0.51781 -0.64348  N4 1.419
6 O 1.09012 -1.02885 -0.02744  C1 1.463, C2 1.457
7 H 0.54337 -0.11161 1.85129  C1 1.167
8 H -0.39183 -1.80955 1.52355  C1 1.106
9 H -0.08540 1.61862 0.64061  C3 1.072
10 H -1.12636 1.40971 -0.83392  C3 1.135
11 H 0.78732 1.34416 -0.88658  C3 1.070
12 H -0.98615 -1.91449 -0.93210  N4 1.023

Computed properties:
Structure (SMILES): C[C@]1(N[O-])CO1
Highest occupied orbital energy, eV: -1.7
Frontier orbital gap, eV: 5.967
Energy relative to the best compared isomer or geometry (same formula, charge and spin), kcal per mole: 120.39
DFT total energy, Eh: -323.02641
Net charge: -1
Molar mass, g mol⁻¹: 88.09

Record 5
Computed, not measured: a gas-phase ion, C3H6NO2 (charge -1), with the ωB97M-V functional and the def2-TZVPD basis.

Last columns: bonded neighbours and bond lengths (Å).
Geometry (Å):
1 O 2.85856 0.70790 0.11972  C2 1.250
2 C 1.63456 0.74706 0.36891  O1 1.250, C3 1.716, H7 1.099
3 C 0.74134 -0.69557 0.11498  C2 1.716, N4 1.399, H8 1.066, H9 1.118
4 N -0.41868 -0.56082 -0.65519  C3 1.399, C5 1.620, H10 1.021
5 C -1.77631 0.17910 -0.17152  N4 1.620, O6 1.292, H11 1.184, H12 1.081
6 O -1.90646 0.04564 1.10705  C5 1.292
7 H 1.23754 1.44119 1.12315  C2 1.099
8 H 1.47420 -1.40558 -0.19311  C3 1.066
9 H 0.49600 -0.90441 1.18541  C3 1.118
10 H -0.30733 -0.39927 -1.65682  N4 1.021
11 H -1.58567 1.27381 -0.58098  C5 1.184
12 H -2.44776 -0.42905 -0.76161  C5 1.081

Computed properties:
Structure (SMILES): O=CCNC[O-]
Highest occupied orbital energy, eV: -2.8
Frontier orbital gap, eV: 6.900
Energy relative to the best compared isomer or geometry (same formula, charge and spin), kcal per mole: 86.14
DFT total energy, Eh: -323.08098
Net charge: -1
Molar mass, g mol⁻¹: 88.09

Record 6
Computed, not measured: 2 unconnected molecules or ions with the total composition C3H6NO2, with the ωB97M-V functional and the def2-TZVPD basis.

Last columns: bonded neighbours and bond lengths (Å).
Geometry (Å):
1 C 1.54940 -1.23909 -0.52869  O5 1.143, O6 1.156
2 C -1.23475 -0.75844 0.71938  N4 1.300, H7 1.167, H8 1.112
3 C 0.72514 1.19140 -0.34542  O6 1.447, H9 1.085, H10 1.100
4 N -1.26243 0.48654 0.34629  C2 1.300, H11 1.047, H12 1.135
5 O 1.66588 -2.34729 -0.78400  C1 1.143
6 O 1.32493 -0.12558 -0.31284  C1 1.156, C3 1.447
7 H -1.10291 -1.57995 -0.09849  C2 1.167
8 H -0.90664 -1.01110 1.75179  C2 1.112
9 H 0.94930 1.45318 -1.37468  C3 1.085
10 H 1.30452 1.89077 0.27475  C3 1.100
11 H -1.53207 0.65368 -0.65167  N4 1.047
12 H -1.48037 1.38588 1.00357  N4 1.135

Computed properties:
Highest occupied orbital energy (alpha / beta), eV: -12.6 / -12.6
Frontier orbital gap (alpha / beta), eV: 8.181 / 8.176
Energy relative to the best compared isomer or geometry (same formula, charge and spin), kcal per mole: 127.82
DFT total energy, Eh: -322.67517
Net charge: +1
Molar mass, g mol⁻¹: 88.09

Record 7
Computed, not measured: a gas-phase ion, C3H6NO2 (charge +1), with the ωB97M-V functional and the def2-TZVPD basis.

Last columns: bonded neighbours and bond lengths (Å).
Geometry (Å):
1 C 1.74628 1.02171 -0.57587  C2 1.315, O5 1.284, H7 1.079
2 C 1.02710 0.33737 0.28668  C1 1.315, C3 1.469, O5 1.738
3 C -0.23379 -0.34142 0.61412  C2 1.469, N4 1.515, O6 1.396, H8 1.167
4 N -1.21069 -0.18686 -0.53387  C3 1.515, H9 1.065, H10 1.001, H11 1.090
5 O 0.72397 1.79875 -0.60444  C1 1.284, C2 1.738
6 O -0.01408 -1.70411 0.82161  C3 1.396, H12 1.011
7 H 2.80155 1.04398 -0.79818  C1 1.079
8 H -0.68293 0.25967 1.50778  C3 1.167
9 H -1.20689 0.79616 -0.94233  N4 1.065
10 H -2.19788 -0.27032 -0.39286  N4 1.001
11 H -0.56329 -0.79376 -1.16652  N4 1.090
12 H -0.18935 -1.96117 1.78388  O6 1.011

Computed properties:
Structure (SMILES): [NH3+][C@@H](O)C1=CO1
Highest occupied orbital energy, eV: -13.5
Frontier orbital gap, eV: 9.370
Energy relative to the best compared isomer or geometry (same formula, charge and spin), kcal per mole: 112.85
DFT total energy, Eh: -322.69904
Net charge: +1
Molar mass, g mol⁻¹: 88.09

Record 8
Computed, not measured: 2 unconnected molecules or ions with the total composition C3H6NO3, with the ωB97M-V functional and the def2-TZVPD basis.

Last columns: bonded neighbours and bond lengths (Å).
Geometry (Å):
1 C -0.01693 2.10101 0.52834  N2 1.363, O4 1.235, H5 1.116
2 N -0.08125 0.76747 0.25408  C1 1.363, C3 1.498, H6 1.100
3 C -0.92905 0.32145 -0.89787  N2 1.498, H7 1.097, H8 1.109, H9 1.037
4 O -0.66900 2.98437 -0.03703  C1 1.235
5 H 0.59995 2.33327 1.42930  C1 1.116
6 H 0.69752 0.05309 0.55974  N2 1.100
7 H -1.62094 -0.45278 -0.54428  C3 1.097
8 H -0.30329 -0.12733 -1.69592  C3 1.109
9 H -1.41675 1.15045 -1.28598  C3 1.037
10 O 1.38742 -1.23455 0.97637  C11 1.273
11 C 0.94952 -2.28524 0.40672  O10 1.273, O12 1.254, H13 1.121
12 O 0.02096 -2.34716 -0.43374  C11 1.254
13 H 1.38182 -3.26406 0.74029  C11 1.121

Computed properties:
Highest occupied orbital energy, eV: -5.0
Frontier orbital gap, eV: 9.107
Energy relative to the best compared isomer or geometry (same formula, charge and spin), kcal per mole: 18.23
DFT total energy, Eh: -398.46501
Net charge: -1
Molar mass, g mol⁻¹: 104.08

Record 9
Computed, not measured: 2 unconnected molecules or ions with the total composition C3H6NO3PS2, with the ωB97M-V functional and the def2-TZVPD basis.

Last columns: bonded neighbours and bond lengths (Å).
Geometry (Å):
1 C -0.95950 0.51800 -1.29243  C3 1.309, H11 1.078
2 C -3.30446 -0.08115 -0.37943  S9 1.685, S10 1.571
3 C -0.03314 0.15067 -0.44303  C1 1.309, O5 1.330, O7 1.377
4 N 2.67446 -1.02817 0.81113  P8 1.780, H12 1.046, H13 1.031
5 O -0.10944 -0.25658 0.82121  C3 1.330, H16 1.043
6 O 3.57575 0.95139 -0.68533  P8 1.577, H14 0.976
7 O 1.27485 0.37164 -0.81193  C3 1.377, P8 1.619
8 P 2.39615 0.65969 0.32045  N4 1.780, O6 1.577, O7 1.619
9 S -3.35865 0.69899 1.11345  C2 1.685, H15 1.392
10 S -4.03513 -1.20024 -1.20428  C2 1.571
11 H -0.78700 0.71547 -2.33838  C1 1.078
12 H 1.67362 -1.27392 0.99211  N4 1.046
13 H 3.12889 -0.96186 1.73399  N4 1.031
14 H 3.53454 0.30030 -1.41166  O6 0.976
15 H -4.62508 0.39316 1.60473  S9 1.392
16 H -1.04587 0.04262 1.16941  O5 1.043

Computed properties:
Multiplicity: 3
Highest occupied orbital energy (alpha / beta), eV: -7.6 / -8.4
Frontier orbital gap (alpha / beta), eV: 6.969 / 6.310
Energy relative to the best compared isomer or geometry (same formula, charge and spin), kcal per mole: 46.22
DFT total energy, Eh: -1535.95451
Molar mass, g mol⁻¹: 199.19

Record 10
Computed, not measured: a gas-phase ion, C3H6NO4 (charge +1), with the ωB97M-V functional and the def2-TZVPD basis.

Last columns: bonded neighbours and bond lengths (Å).
Geometry (Å):
1 C 0.44570 -1.02348 -0.79936  C3 1.397, N4 1.759, O5 1.163
2 C 0.25272 0.88148 0.50610  C3 1.527, H9 1.081, H10 1.170, H11 1.145
3 C -0.11970 0.25327 -0.83520  C1 1.397, C2 1.527, H12 1.085, H13 1.114
4 N -0.78452 -2.09829 -0.14687  C1 1.759, O6 1.185, O8 1.446
5 O 1.45407 -1.60255 -0.81275  C1 1.163
6 O -1.93510 -1.86918 -0.31669  N4 1.185
7 O -1.63189 -3.98763 0.81255  O8 1.378, H14 1.025
8 O -0.45487 -3.31991 0.55207  N4 1.446, O7 1.378
9 H -0.36324 0.56837 1.33701  C2 1.081
10 H 0.18837 2.03923 0.65989  C2 1.170
11 H 1.27801 0.58633 0.92289  C2 1.145
12 H 0.36889 0.95524 -1.50347  C3 1.085
13 H -1.17808 0.36099 -1.16735  C3 1.114
14 H -1.20972 -4.67874 1.44155  O7 1.025

Computed properties:
Structure (SMILES): CCC(=O)[N+](=O)OO
Highest occupied orbital energy (alpha / beta), eV: -16.2 / -16.2
Frontier orbital gap (alpha / beta), eV: 9.516 / 9.515
Energy relative to the best compared isomer or geometry (same formula, charge and spin), kcal per mole: 105.46
DFT total energy, Eh: -473.08546
Net charge: +1
Molar mass, g mol⁻¹: 120.08